Below is a molecular structure, C37H22F18GeN6O2PdS2, with properties calculated with ωB97M-V/def2-TZVPD.

Geometry (Å):
Pd1 0.583 -0.708 -0.750
N1 0.561 -1.243 1.304
C1 0.548 -2.670 1.691
C2 0.087 -2.893 3.142
C3 -1.190 -2.194 3.639
C4 -2.439 -2.452 2.803
N2 -2.623 -3.869 2.549
C5 -3.489 -4.675 3.075
N3 -4.416 -4.287 3.982
N4 -3.452 -5.976 2.721
C6 -0.122 -3.560 0.589
O1 -0.781 -4.570 1.000
O2 0.125 -3.263 -0.571
H1 1.361 -0.778 1.723
H2 -0.277 -0.768 1.629
H3 1.592 -2.991 1.642
H4 0.898 -2.588 3.810
H5 -0.023 -3.970 3.273
H6 -1.047 -1.111 3.704
H7 -1.365 -2.533 4.663
H8 -2.348 -1.977 1.823
H9 -3.319 -1.999 3.260
H10 -1.845 -4.265 1.882
H11 -4.561 -3.303 4.124
H12 -5.206 -4.881 4.160
H13 -2.791 -6.265 2.019
H14 -4.113 -6.641 3.073
F1 9.975 -0.852 0.792
C7 9.403 -1.671 -0.104
F2 9.737 -2.929 0.240
F3 9.998 -1.431 -1.291
C8 7.916 -1.491 -0.184
C9 7.185 -2.343 -1.006
C10 5.817 -2.192 -1.113
C11 5.157 -1.185 -0.399
C12 5.904 -0.341 0.424
C13 7.276 -0.492 0.532
C14 3.739 -1.018 -0.527
C15 2.535 -0.879 -0.634
H15 7.690 -3.125 -1.558
H16 5.240 -2.851 -1.746
H17 5.397 0.433 0.986
H18 7.846 0.164 1.174
F4 -4.977 2.728 -2.251
C16 -5.346 2.022 -1.177
C17 -4.396 1.478 -0.332
C18 -4.885 0.824 0.786
F5 -4.029 0.320 1.696
C19 -6.233 0.669 1.045
F6 -6.650 0.012 2.137
C20 -7.154 1.203 0.161
F7 -8.458 1.068 0.391
C21 -6.708 1.892 -0.954
F8 -7.591 2.429 -1.795
Ge1 -2.433 1.497 -0.601
S1 -1.807 -0.564 -0.594
C22 -1.861 2.693 0.874
C23 -0.896 2.418 1.822
F9 -0.235 1.243 1.810
C24 -0.557 3.306 2.830
F10 0.376 2.988 3.730
C25 -1.197 4.530 2.902
F11 -0.885 5.393 3.865
C26 -2.165 4.851 1.964
F12 -2.778 6.033 2.018
C27 -2.470 3.934 0.976
F13 -3.379 4.302 0.059
C28 -1.977 2.397 -2.282
C29 -2.499 1.889 -3.459
F14 -3.391 0.893 -3.405
C30 -2.124 2.349 -4.706
F15 -2.641 1.825 -5.816
C31 -1.174 3.350 -4.793
F16 -0.758 3.780 -5.981
C32 -0.627 3.882 -3.640
F17 0.324 4.818 -3.728
C33 -1.035 3.401 -2.409
F18 -0.432 3.921 -1.323
S2 0.419 0.039 -2.935
C34 1.726 0.974 -3.455
N5 2.896 1.059 -2.764
C35 3.932 1.817 -3.173
C36 3.829 2.528 -4.326
C37 2.609 2.398 -5.020
N6 1.605 1.661 -4.616
H19 2.976 0.499 -1.899
H20 4.806 1.799 -2.537
H21 4.633 3.147 -4.690
H22 2.457 2.935 -5.951

Cartesian forces, eV/Å:
-0.1 0.3 0.1
0.0 0.0 0.1
0.0 0.0 0.0
0.0 0.0 -0.1
0.1 0.0 0.0
0.0 0.0 -0.1
0.0 0.0 0.1
0.0 0.0 -0.1
0.0 0.0 0.1
0.0 0.0 0.0
0.1 0.1 0.1
-0.1 -0.2 0.0
-0.1 -0.1 -0.1
-0.1 0.0 0.0
0.0 -0.2 0.0
0.0 0.0 0.0
0.0 0.0 0.0
0.0 0.0 0.0
0.0 0.0 0.0
0.0 0.0 0.0
0.0 0.1 -0.1
0.0 0.0 0.1
0.1 0.0 0.0
0.0 0.0 0.0
0.0 0.0 0.0
0.0 0.0 0.0
0.0 0.0 0.0
0.0 0.0 0.0
0.0 0.0 0.0
0.0 0.0 0.0
0.0 0.0 0.0
0.0 0.0 0.0
0.0 0.0 0.0
0.0 0.0 0.0
0.0 0.0 -0.1
0.0 0.0 0.0
0.0 0.0 0.0
0.0 0.1 0.1
0.1 -0.1 -0.1
0.0 0.0 0.0
0.0 0.0 0.0
0.0 0.0 0.0
0.0 0.0 0.0
-0.1 0.0 0.0
0.0 0.0 0.0
0.0 0.0 0.0
0.0 0.0 0.1
0.0 0.0 0.0
0.0 0.0 0.0
0.0 0.1 -0.1
0.0 0.0 0.0
0.1 0.0 0.0
0.0 0.0 0.0
0.0 0.0 0.0
0.0 -0.1 0.1
0.0 -0.1 0.0
0.0 0.1 0.0
0.0 -0.1 0.0
-0.1 0.4 0.1
0.0 0.0 0.0
0.0 0.0 0.0
0.0 0.0 0.0
0.0 0.0 0.0
0.0 0.0 0.0
0.0 0.0 0.0
0.0 0.0 0.0
0.0 0.0 0.0
0.0 0.1 0.0
0.0 0.0 0.0
0.0 0.0 0.0
0.0 0.0 0.0
0.0 0.0 0.0
0.0 0.0 0.0
0.0 0.0 0.0
0.0 0.0 0.0
0.0 0.0 0.0
0.1 -0.1 0.0
0.0 0.0 -0.1
0.0 0.0 0.0
0.1 -0.1 0.1
0.0 0.2 0.0
-0.1 -0.1 0.0
0.0 0.0 0.0
0.0 0.0 0.0
0.0 0.0 -0.1
0.0 0.0 -0.1
0.0 0.0 0.0
0.0 0.0 0.0
0.0 0.0 0.0

Highest occupied orbital energy in eV: -8.113
Lowest unoccupied orbital energy in eV: -0.346
Strongest force on any atom in Eh/bohr: 0.0075
HOMO-LUMO gap in eV: 7.8

Results of the Mulliken charge analysis, in e, for atoms 1 through 4: 0.06 -0.34 0.11 -1.09

Below is a molecular structure, C37H24BaBrCl2I2N7O5 at a distorted geometry, with properties calculated with ωB97M-V/def2-TZVPD.

Geometry (Å):
Ba1 -0.426 -0.145 0.940
Cl1 -7.230 3.068 1.988
C1 -5.493 2.823 1.987
C2 -4.984 1.680 1.402
C3 -3.615 1.405 1.363
N1 -3.131 0.148 0.898
C4 -3.761 -0.480 -0.082
O1 -4.658 -0.073 -0.857
C5 -3.308 -1.935 -0.312
C6 -4.210 -2.840 -0.863
C7 -3.806 -4.148 -1.057
C8 -2.509 -4.514 -0.721
C9 -1.668 -3.542 -0.209
N2 -2.055 -2.279 -0.009
C10 -2.713 2.354 1.939
C11 -3.263 3.507 2.515
C12 -4.623 3.743 2.547
Cl2 -5.206 5.220 3.298
N3 -1.336 2.041 2.049
C13 -0.426 3.011 2.172
O2 -0.542 4.237 2.006
C14 0.973 2.530 2.641
C15 1.877 3.469 3.118
C16 3.116 3.044 3.566
C17 3.434 1.697 3.517
C18 2.485 0.822 3.016
N4 1.279 1.224 2.614
H1 -5.667 0.978 0.950
H2 -5.194 -2.481 -1.129
H3 -4.491 -4.879 -1.473
H4 -2.145 -5.524 -0.858
H5 -0.639 -3.759 0.055
H6 -2.593 4.242 2.935
H7 1.579 4.508 3.107
H8 3.835 3.761 3.948
H9 4.395 1.321 3.846
H10 2.683 -0.244 2.956
I1 2.608 4.342 -5.403
C19 2.070 3.357 -3.652
C20 3.049 2.757 -2.872
C21 2.672 2.087 -1.718
I2 4.138 1.209 -0.540
C22 1.317 1.971 -1.298
O3 0.961 1.287 -0.283
C23 0.350 2.622 -2.121
C24 -1.114 2.549 -1.746
N5 -1.634 1.178 -1.655
C25 -1.489 0.367 -2.853
C26 -0.126 -0.297 -2.954
C27 0.669 -0.144 -4.082
C28 1.925 -0.727 -4.103
C29 2.351 -1.446 -2.998
C30 1.489 -1.558 -1.917
N6 0.272 -1.008 -1.892
C31 0.732 3.296 -3.267
H11 4.092 2.809 -3.153
H12 -1.670 3.131 -2.495
H13 -1.278 3.023 -0.773
H14 -2.611 1.201 -1.385
H15 -1.672 0.929 -3.782
H16 -2.251 -0.416 -2.798
H17 0.322 0.473 -4.901
H18 2.574 -0.587 -4.959
H19 3.338 -1.888 -2.950
H20 1.780 -2.093 -1.016
H21 -0.034 3.762 -3.877
Br1 6.173 -5.439 3.106
C32 4.575 -5.046 2.166
C33 4.295 -5.736 0.999
N7 3.194 -5.507 0.282
C34 2.363 -4.558 0.731
C35 2.555 -3.835 1.900
C36 3.696 -4.095 2.641
C37 1.573 -2.780 2.390
O4 1.588 -2.546 3.604
O5 0.869 -2.224 1.492
H22 4.984 -6.492 0.639
H23 1.490 -4.352 0.124
H24 3.856 -3.563 3.570

Cartesian forces, eV/Å:
-0.9 -1.1 0.0
0.1 0.0 0.0
-0.1 0.1 0.0
0.0 -0.1 -0.1
0.3 -0.4 -0.1
-0.5 0.5 0.4
-0.1 -0.2 0.0
0.1 -0.1 0.1
0.3 0.5 0.1
0.0 0.0 -0.1
0.0 0.0 0.0
0.0 0.0 0.0
-0.1 0.3 0.0
-0.4 -0.4 0.1
0.4 -0.3 0.1
0.2 0.1 -0.1
-0.1 0.1 0.0
0.0 -0.2 -0.1
-0.7 0.7 0.3
0.1 -0.1 0.3
0.0 0.0 0.0
-0.3 -0.4 -0.1
0.0 0.1 -0.1
0.0 0.1 0.0
0.1 0.0 0.0
-0.3 0.1 0.0
0.2 0.4 0.3
0.0 0.0 0.0
0.0 0.0 0.0
0.0 0.0 0.0
0.0 0.0 0.0
0.0 0.0 0.0
0.0 0.0 0.0
0.0 0.0 0.0
0.0 0.0 0.0
0.0 0.0 0.0
-0.1 0.0 0.0
0.1 0.1 -0.2
-0.1 -0.2 0.3
-0.2 0.0 0.1
-0.1 0.2 -0.3
0.1 -0.1 0.1
0.0 -0.3 0.2
1.3 1.4 -0.9
-0.1 0.1 -0.2
0.1 -0.2 0.0
0.2 0.0 -0.1
0.0 0.0 0.0
-0.1 0.0 0.3
0.1 0.0 0.0
0.0 0.0 -0.1
0.0 0.0 0.1
-0.3 0.1 0.0
0.2 0.0 -0.3
0.0 -0.1 0.1
0.0 0.0 0.0
0.0 0.1 0.0
0.1 -0.1 0.0
0.0 0.1 0.0
0.0 0.1 0.0
0.0 0.0 0.0
0.0 0.0 0.0
0.0 0.0 0.0
0.0 0.0 0.0
0.0 0.0 0.0
0.0 0.0 0.0
0.1 0.0 0.1
-0.1 0.0 -0.1
-0.1 0.0 -0.1
0.1 0.2 0.3
0.1 -0.1 -0.2
0.1 -0.1 0.0
0.0 -0.1 0.1
-0.2 0.4 -0.1
0.0 0.0 -0.1
0.7 -1.2 0.5
0.0 0.0 -0.1
0.0 0.0 0.0
0.0 0.0 0.0

Total charge: -2
Highest occupied orbital energy in eV: -2.296
Lowest unoccupied orbital energy in eV: 3.340
Strongest force on any atom in Eh/bohr: 0.0412
HOMO-LUMO gap in eV: 5.6

Results of the Mulliken charge analysis, in e, for atoms 1 through 4: 2.06 -0.28 -0.06 -0.57